A cluster of 5 separate species, C44H92N6O2S2 in total in a non-equilibrium geometry. Source: the Open Molecules 2025 dataset; level of theory: wB97M-V/def2-TZVPD.

XYZ file:
```
146
C44H92N6O2S2 wB97M-V/def2-TZVPD
C -3.258 -3.525 4.574
C -2.954 -2.733 3.241
N -2.919 -1.290 3.582
C -3.331 -0.414 2.459
C -2.376 -0.431 1.206
C -1.681 -0.882 4.181
S -1.766 0.307 5.346
S -0.068 -1.592 3.763
C 1.024 -1.577 5.242
C 2.516 -1.705 4.723
C 2.848 -3.157 4.144
C 3.140 -3.035 2.597
O 4.284 -2.891 2.256
O 2.039 -3.055 1.766
C 2.256 -3.809 0.558
C 1.853 -5.321 0.836
C 1.805 -6.210 -0.460
N 1.318 -7.597 -0.159
C 1.278 -3.235 -0.528
C 1.392 -1.705 -0.762
C 1.118 -0.649 0.193
C 1.207 0.801 -0.087
C 1.563 1.258 -1.442
C 1.861 0.245 -2.454
C 2.214 0.791 -3.887
C 1.795 -1.236 -2.162
H -3.729 -4.519 4.358
H -4.047 -2.931 5.117
H -2.343 -3.596 5.213
H -2.059 -3.109 2.685
H -3.844 -2.902 2.573
H -3.505 0.626 2.834
H -4.334 -0.798 2.116
H -1.613 0.393 1.278
H -1.897 -1.417 1.000
H -3.007 -0.151 0.314
H 0.758 -2.453 5.882
H 0.938 -0.594 5.766
H 3.205 -1.450 5.574
H 2.748 -0.973 3.905
H 3.801 -3.524 4.613
H 2.063 -3.917 4.379
H 3.305 -3.801 0.176
H 2.576 -5.811 1.545
H 0.821 -5.271 1.289
H 2.825 -6.260 -0.940
H 1.105 -5.821 -1.246
H 1.310 -7.761 0.850
H 0.325 -7.594 -0.418
H 1.424 -3.721 -1.532
H 0.225 -3.495 -0.223
H 0.812 -0.950 1.221
H 0.965 1.509 0.742
H 1.590 2.342 -1.677
H 1.383 1.480 -4.213
H 3.131 1.427 -3.803
H 2.285 -0.020 -4.649
H 2.005 -1.979 -2.960
C -4.701 0.752 -7.390
C -3.779 1.429 -6.384
N -2.507 0.743 -6.211
C -1.756 1.205 -5.051
C -1.266 2.655 -5.051
C -1.723 0.530 -7.419
C -1.335 1.759 -8.245
H -4.856 -0.299 -7.136
H -5.676 1.245 -7.387
H -4.309 0.811 -8.408
H -4.303 1.439 -5.423
H -3.642 2.478 -6.678
H -0.899 0.543 -4.892
H -2.385 1.063 -4.165
H -0.421 2.795 -5.727
H -0.918 2.923 -4.050
H -2.052 3.361 -5.322
H -2.279 -0.152 -8.070
H -0.815 -0.025 -7.165
H -2.172 2.443 -8.398
H -0.994 1.440 -9.234
H -0.511 2.311 -7.792
C 2.902 6.730 -1.194
C 2.644 6.005 -2.508
N 1.458 6.476 -3.207
C 1.044 5.599 -4.294
C 1.995 5.441 -5.482
C 1.408 7.902 -3.500
C 2.548 8.502 -4.327
H 2.025 6.690 -0.544
H 3.732 6.255 -0.667
H 3.172 7.777 -1.350
H 2.512 4.945 -2.270
H 3.544 6.076 -3.135
H 0.067 5.923 -4.666
H 0.865 4.603 -3.872
H 1.995 6.325 -6.120
H 1.667 4.603 -6.104
H 3.020 5.233 -5.171
H 1.360 8.442 -2.549
H 0.457 8.135 -3.988
H 3.531 8.173 -3.986
H 2.524 9.592 -4.241
H 2.449 8.268 -5.386
C 8.123 -2.243 0.485
C 7.974 -1.461 -0.814
N 6.857 -1.907 -1.631
C 6.886 -1.377 -2.987
C 6.741 0.136 -3.165
C 5.550 -1.905 -0.987
C 5.040 -0.585 -0.410
H 8.183 -3.316 0.293
H 9.041 -1.941 0.995
H 7.293 -2.058 1.171
H 8.899 -1.599 -1.381
H 7.907 -0.390 -0.578
H 6.116 -1.877 -3.584
H 7.834 -1.681 -3.446
H 5.716 0.467 -2.996
H 6.997 0.410 -4.192
H 7.403 0.698 -2.505
H 5.568 -2.642 -0.178
H 4.802 -2.295 -1.687
H 5.812 -0.072 0.169
H 4.197 -0.775 0.260
H 4.674 0.081 -1.190
C -8.646 -2.886 9.169
C -7.592 -2.374 8.196
N -8.098 -1.377 7.265
C -7.190 -1.110 6.157
C -5.831 -0.487 6.483
C -8.724 -0.204 7.858
C -7.892 0.634 8.832
H -9.524 -3.259 8.638
H -8.237 -3.709 9.759
H -8.966 -2.111 9.870
H -7.237 -3.237 7.624
H -6.732 -2.001 8.768
H -7.699 -0.480 5.420
H -7.010 -2.057 5.635
H -5.922 0.569 6.738
H -5.182 -0.545 5.605
H -5.321 -1.002 7.298
H -9.629 -0.529 8.381
H -9.095 0.447 7.061
H -7.359 0.022 9.563
H -8.552 1.303 9.391
H -7.171 1.265 8.314
```

Its total charge is 0. The structure (SMILES) is CCN(CC)C(=S)SCCCC(=O)O[C@@H](CCN)Cc1cccc(C)c1.CCN(CC)CC.CCN(CC)CC.CCN(CC)CC.CCN(CC)CC. The HOMO-LUMO gap is 7.6172 eV. The calculated total energy comes out at -3006.92831 a.u.

Atomic partial charges in e from the Löwdin method, atoms 1 to 6: -0.075, -0.269, -0.241, -0.237, -0.085, -1.043